Entry 1:
Entry from the Open Molecules 2025 dataset: a molecular structure, C12H26O6PS2SeY at a distorted geometry (wB97M-V/def2-TZVPD).

XYZ file:
```
49
Properties=species:S:1:pos:R:3:forces:R:3
Y 0.147 -0.782 0.937 0.0 0.9 -0.7
C -1.976 1.838 -0.208 -0.2 0.0 0.2
C -0.731 2.685 -0.252 0.2 0.0 -0.1
O 0.377 1.851 0.014 0.0 0.1 0.1
C 1.586 2.577 0.151 -0.1 0.0 -0.1
C 2.628 1.691 0.806 0.0 0.0 0.2
O 2.051 0.919 1.852 0.1 0.0 -0.1
C 1.854 1.648 3.053 0.2 0.0 -0.1
C 0.777 0.956 3.840 -0.2 0.0 0.0
O -0.401 0.862 3.049 0.0 -0.1 0.1
C -1.199 2.015 2.974 0.1 0.0 0.1
C -2.405 1.618 2.158 0.0 0.0 -0.1
O -2.013 1.007 0.944 -0.1 0.0 -0.1
H -1.997 1.150 -1.050 0.0 0.0 0.0
H -2.859 2.486 -0.240 0.0 0.0 0.0
H -0.758 3.497 0.486 0.0 0.0 0.0
H -0.648 3.143 -1.246 0.0 0.0 0.0
H 1.383 3.477 0.746 0.0 0.0 0.0
H 1.954 2.896 -0.831 0.0 0.0 0.0
H 3.440 2.315 1.196 0.0 0.0 0.0
H 3.030 0.987 0.085 0.0 -0.1 0.0
H 1.569 2.680 2.817 0.0 0.0 0.0
H 2.785 1.679 3.631 0.0 0.0 0.0
H 0.574 1.492 4.774 0.0 0.0 0.0
H 1.046 -0.085 4.042 0.0 0.0 0.0
H -0.654 2.848 2.518 0.0 0.0 0.0
H -1.526 2.325 3.976 0.0 0.0 0.0
H -3.051 2.483 1.970 0.0 0.0 0.0
H -2.973 0.868 2.711 0.0 0.0 0.0
C 0.698 -5.691 -1.381 0.0 -0.1 0.0
C 0.304 -4.308 -0.921 0.0 0.0 0.0
O 0.462 -3.413 -2.033 0.0 0.0 0.0
P 0.365 -1.826 -1.682 0.0 -0.3 0.1
S -1.635 -1.366 -1.101 -0.1 0.0 -0.1
S 2.179 -1.045 -1.004 0.0 0.1 -0.1
O 0.424 -1.285 -3.217 0.0 0.1 0.0
C -0.642 -1.506 -4.139 0.1 0.0 0.0
C -1.256 -0.176 -4.516 -0.1 0.1 -0.1
H 0.499 -6.416 -0.588 0.0 0.0 0.0
H 1.760 -5.729 -1.630 0.0 0.0 0.0
H 0.127 -5.979 -2.267 0.0 0.0 0.0
H 0.924 -3.973 -0.085 0.0 0.0 0.0
H -0.734 -4.277 -0.583 0.0 0.0 0.0
H -1.395 -2.172 -3.719 0.0 0.0 0.1
H -0.201 -1.996 -5.011 0.0 0.0 0.0
H -1.690 0.284 -3.626 0.0 0.0 0.0
H -2.047 -0.309 -5.260 0.0 0.0 0.0
H -0.497 0.495 -4.927 0.0 0.0 0.0
Se 0.345 -2.439 2.792 0.1 -0.7 0.7
```
Forces are in eV/Å.

## Properties
2S+1 ... 2
Total charge ... -1
LUMO level (spin up / spin down) ... 2.35 / 2.35 eV
Energy ... -4501.91019 Eh
HOMO-LUMO gap (spin up / spin down) ... 3.61 / 5.39 eV

Here are the Löwdin charges for atoms 1 to 4, given in e:
1. Y 0.49
2. C -0.21
3. C -0.19
4. O -0.20

Entry 2:
Entry from the Open Molecules 2025 dataset: a molecular structure, C12H27AuBN4OTa at a distorted geometry (wB97M-V/def2-TZVPD).

XYZ file:
```
47
Properties=species:S:1:pos:R:3:forces:R:3
N -0.478 0.699 1.943 -0.1 -0.3 -2.2
C -0.740 1.069 3.055 -0.5 -3.4 7.3
O -0.906 0.889 4.281 0.5 2.2 -5.8
Au -0.936 -1.872 3.372 0.0 0.1 -0.1
Ta -0.775 -0.291 0.221 0.9 2.5 -0.6
N 0.659 -1.604 -0.133 -1.5 -0.1 -0.1
N -0.590 1.271 -0.999 -0.7 -1.4 0.7
C 2.076 -1.881 0.173 0.8 0.2 0.2
C 0.047 2.621 -0.787 0.3 0.3 0.3
C 2.400 -3.370 0.085 -0.5 -0.4 -0.2
C 2.958 -1.102 -0.804 -0.1 0.3 -0.6
C 2.361 -1.396 1.585 -0.6 0.1 0.2
C -0.921 3.459 0.035 -0.6 0.0 0.0
C 0.364 3.327 -2.104 -0.1 -0.3 -0.5
C 1.341 2.418 -0.015 0.2 -0.3 -0.1
H 1.725 -3.954 0.722 0.1 0.0 -0.1
H 3.416 -3.555 0.428 0.0 0.1 0.0
H 2.330 -3.759 -0.938 0.0 0.1 0.2
H 2.744 -1.371 -1.855 0.2 0.0 0.5
H 4.014 -1.303 -0.619 -0.1 -0.1 0.0
H 2.806 -0.024 -0.706 0.0 -0.2 0.0
H 2.068 -0.356 1.735 0.1 0.2 -0.1
H 3.414 -1.488 1.809 0.2 0.0 0.1
H 1.800 -1.998 2.321 0.1 -0.1 0.0
H -1.902 3.536 -0.458 0.3 0.0 0.1
H -0.542 4.470 0.174 0.1 0.0 0.0
H -1.085 3.016 1.022 0.0 0.1 -0.1
H -0.531 3.602 -2.678 0.2 -0.1 0.2
H 1.010 2.714 -2.745 -0.1 0.1 0.1
H 0.900 4.252 -1.904 0.0 0.0 0.2
H 1.777 3.381 0.234 0.0 0.1 0.1
H 2.064 1.870 -0.625 0.0 0.1 0.1
H 1.168 1.871 0.917 0.2 0.2 -0.1
C 0.135 -2.297 -1.357 0.1 -0.1 0.2
H -0.900 -1.936 -1.600 0.2 -0.1 0.0
H 0.772 -2.118 -2.240 -0.3 0.2 0.4
H 0.054 -3.390 -1.221 -0.2 0.6 0.2
C -1.430 1.161 -2.206 -0.5 -0.3 -0.1
H -1.958 0.178 -2.212 0.0 0.3 0.0
H -2.201 1.953 -2.246 0.2 -0.4 0.2
H -0.851 1.217 -3.139 0.0 -0.2 0.4
B -5.009 -1.796 1.741 -1.8 -0.5 0.7
C -3.670 -1.316 1.266 -2.1 -0.7 0.2
N -2.653 -0.947 0.820 2.7 0.4 -1.0
H -4.971 -2.292 2.886 0.4 0.4 -0.7
H -5.491 -2.680 0.988 0.9 0.7 0.3
H -5.863 -0.878 1.777 1.0 -0.3 -0.1
```
Forces are in eV/Å.

## Properties
Total charge ... +2
LUMO level ... -10.68 eV
Energy ... -984.53225 Eh
HOMO-LUMO gap ... 5.18 eV
ΔE to the lowest compared entry with this formula, charge and spin ... 1.616 eV

Here are the Löwdin charges for atoms 1 to 4, given in e:
1. N -0.08
2. C -0.29
3. O 0.11
4. Au 0.89

Entry 3:
Entry from the Open Molecules 2025 dataset: C12H27B in the gas phase at a distorted geometry (wB97M-V/def2-TZVPD).

XYZ file:
```
40
Properties=species:S:1:pos:R:3:forces:R:3
B 0.423 -0.027 0.341 0.1 -0.4 -0.3
C -1.916 -1.936 -0.154 0.0 -0.7 0.2
C -0.271 -3.916 -0.024 -0.3 0.2 -0.2
C -0.747 0.492 2.751 0.3 0.1 1.1
C -0.389 2.781 1.731 0.6 -0.4 0.1
C -0.058 2.035 -2.915 0.6 0.5 0.2
C 1.835 0.491 -2.298 1.1 -0.2 -0.4
C 0.481 -1.596 0.704 0.6 1.5 -1.8
C 1.239 0.904 1.308 0.7 0.3 -0.8
C -0.257 0.516 -1.011 -1.0 -1.0 1.8
C -0.431 -2.389 -0.210 0.3 -0.7 -1.2
C 0.297 1.533 2.319 0.4 0.5 1.6
C 0.692 1.343 -1.784 0.2 0.3 -0.9
H -2.103 -0.876 -0.015 0.4 0.2 0.0
H -2.423 -2.413 0.690 0.0 -0.2 0.0
H -2.471 -2.201 -1.063 0.2 -0.2 0.1
H 0.770 -4.227 0.058 0.1 0.2 0.0
H -0.798 -4.296 0.839 -0.1 0.1 0.6
H -0.694 -4.473 -0.851 -0.1 0.0 -0.4
H -0.310 -0.375 3.306 -0.2 0.8 -0.3
H -1.528 0.949 3.388 0.3 -0.3 -0.4
H -1.179 0.065 1.860 -0.7 -0.1 -0.2
H -1.082 2.494 0.957 -0.3 -0.1 -0.4
H -0.952 3.332 2.469 -0.1 0.1 0.4
H 0.353 3.450 1.291 0.0 0.0 0.0
H -0.532 1.316 -3.552 -0.3 -0.6 -0.4
H -0.832 2.684 -2.528 -0.2 0.2 0.2
H 0.597 2.648 -3.524 0.2 0.1 -0.2
H 2.600 1.138 -2.801 -0.3 -0.6 0.7
H 1.503 -0.187 -3.092 -0.2 -0.1 0.2
H 2.295 -0.151 -1.488 -0.3 0.8 -0.8
H 1.581 -1.803 0.512 -1.0 -0.2 0.2
H 0.305 -1.740 1.740 -0.1 -0.4 1.0
H 2.006 0.271 1.747 0.1 0.0 0.6
H 1.806 1.705 0.801 -0.2 -0.2 0.1
H -0.589 -0.363 -1.563 0.0 0.3 -0.5
H -1.190 1.092 -0.799 0.6 -0.3 0.1
H -0.058 -2.191 -1.257 -0.4 -0.2 0.9
H 0.898 1.851 3.236 -0.8 -0.3 -1.0
H 1.128 2.069 -1.118 0.1 0.6 0.1
```
Forces are in eV/Å.

## Properties
LUMO level ... 0.71 eV
SMILES ... CC(C)CB(CC(C)C)CC(C)C
Energy ... -498.25834 Eh
HOMO-LUMO gap ... 10.45 eV
ΔE to the lowest compared entry with this formula, charge and spin ... 0.139 eV

Here are the Löwdin charges for atoms 1 to 4, given in e:
1. B -0.33
2. C -0.07
3. C -0.08
4. C -0.07

Entry 4:
Entry from the Open Molecules 2025 dataset: a molecular structure, C12H27BeGeO3SbSe4 (wB97M-V/def2-TZVPD).

XYZ file:
```
49
Properties=species:S:1:pos:R:3:forces:R:3
Be -0.390 -0.456 0.940 0.1 0.0 0.1
C -1.277 -3.288 -1.508 -0.1 0.0 0.0
C -0.034 -2.611 -0.939 0.3 0.2 0.0
C 0.505 -3.424 0.224 0.1 -0.1 0.0
C 1.032 -2.449 -2.017 0.0 0.0 -0.1
O -0.348 -1.292 -0.464 -0.3 -0.3 0.1
Ge -1.608 -0.083 -1.311 -0.3 -0.1 -0.2
O -0.254 1.099 -1.404 0.3 0.3 -0.2
C -0.281 2.488 -1.702 -0.1 -0.2 0.0
C 0.548 2.699 -2.962 0.1 0.1 -0.1
C -1.710 2.986 -1.925 0.0 0.0 0.0
C 0.343 3.214 -0.519 0.0 0.1 0.0
O -1.823 0.196 0.634 -0.1 0.1 -0.1
C -3.050 0.432 1.356 0.2 0.1 0.1
C -3.410 -0.822 2.135 -0.1 -0.1 0.0
C -2.804 1.620 2.273 -0.1 0.0 0.1
C -4.163 0.752 0.368 -0.1 0.1 -0.1
H -1.049 -4.326 -1.756 0.0 0.0 0.0
H -2.084 -3.278 -0.771 0.0 0.0 0.0
H -1.635 -2.797 -2.414 0.0 0.0 0.0
H 0.801 -4.414 -0.131 0.0 0.0 0.0
H 1.373 -2.936 0.668 0.0 0.0 0.0
H -0.251 -3.544 1.001 0.0 0.0 0.0
H 1.250 -3.404 -2.500 0.0 0.0 0.0
H 0.695 -1.746 -2.782 0.0 0.0 0.0
H 1.949 -2.053 -1.577 0.0 0.0 0.0
H 0.125 2.129 -3.792 0.0 0.0 0.0
H 0.579 3.755 -3.243 0.0 0.0 0.0
H 1.568 2.350 -2.793 0.0 0.0 0.0
H -2.194 2.442 -2.739 0.0 0.0 0.0
H -2.303 2.854 -1.016 0.0 0.0 0.0
H -1.717 4.049 -2.178 0.0 0.0 0.0
H 1.363 2.865 -0.358 0.0 0.0 0.0
H 0.360 4.294 -0.697 0.0 0.0 0.0
H -0.220 3.008 0.393 0.0 0.0 0.0
H -2.676 -1.041 2.905 0.1 0.0 0.0
H -4.373 -0.694 2.635 0.0 0.0 0.0
H -3.482 -1.672 1.450 0.0 0.0 0.0
H -2.038 1.382 3.011 0.0 0.0 0.0
H -2.472 2.479 1.685 0.0 0.0 0.0
H -3.712 1.889 2.817 0.0 0.0 0.0
H -4.356 -0.086 -0.304 0.0 0.0 0.0
H -5.080 0.965 0.919 0.0 0.0 0.0
H -3.922 1.630 -0.237 0.0 0.0 0.0
Se -2.433 -0.442 5.958 0.0 0.0 -0.1
Sb -0.221 0.149 5.173 0.1 -0.1 0.3
Se 0.335 -1.316 3.012 0.0 0.0 0.1
Se 1.433 0.381 1.764 -0.1 -0.1 0.0
Se 1.610 -0.383 6.669 -0.1 0.1 -0.2
```
Forces are in eV/Å.

## Properties
2S+1 ... 2
Total charge ... -1
LUMO level (spin up / spin down) ... 2.47 / 1.10 eV
Energy ... -12637.09912 Eh
HOMO-LUMO gap (spin up / spin down) ... 6.75 / 5.38 eV

Here are the Löwdin charges for atoms 1 to 4, given in e:
1. Be -0.34
2. C -0.06
3. C -0.66
4. C -0.06